[1]
Entry from the OMol25 dataset: the molecule C6H10NPS2 at a distorted geometry (ωB97M-V/def2-TZVPD).

**Frontier orbital gap**: 9.2003 eV
**HOMO level**: -8.5863 eV
**Structure (SMILES)**: C#C[C@H]1CSP(C)N[C@H]1S
**F_max**: 6.61 eV/A
**E**: -1426.97373 Ha
**Total charge**: 0
**Relative energy (zero: lowest compared OMol25 entry of this formula, charge and spin)**: 154.5 kJ/mol

Each line ends with the natural charge from an NBO analysis.
Element x y z (Å)
C 3.09 1.60 0.11  -0.2547
C 1.92 1.31 0.07  0.0717
C 0.53 -0.69 -0.09  -0.0790
C -0.31 1.32 -1.17  -0.5273
C 0.59 0.89 0.01  -0.4310
C -2.58 -1.02 1.22  -0.9576
N -0.53 -1.40 -0.73  -0.9391
P -2.25 -1.01 -0.63  0.9244
S 2.32 -1.35 -0.58  -0.0724
S -2.08 1.23 -0.75  -0.1412
H 4.10 1.89 0.38  0.2430
H 2.85 -1.37 0.64  0.1305
H 0.63 -1.15 1.01  0.2162
H -0.13 2.39 -1.43  0.2475
H -0.23 0.80 -2.19  0.2260
H 0.14 1.35 0.99  0.2591
H -3.52 -0.78 1.44  0.2268
H -2.22 -2.12 1.47  0.2307
H -2.00 -0.44 1.98  0.2375
H -0.31 -1.43 -1.75  0.3889

[2]
Entry from the OMol25 dataset: the molecule CH4ClNO2S at a distorted geometry (ωB97M-V/def2-TZVPD).

**Frontier orbital gap**: 11.1520 eV
**HOMO level**: -10.8821 eV
**Structure (SMILES)**: CO[S@](=N)(=O)Cl
**F_max**: 6.60 eV/A
**E**: -1104.01918 Ha
**Total charge**: 0
**Relative energy (zero: lowest compared OMol25 entry of this formula, charge and spin)**: 125.7 kJ/mol

Each line ends with the natural charge from an NBO analysis.
Element x y z (Å)
C 0.83 0.06 0.50  -0.2979
N -2.47 1.35 -0.92  -1.0937
O -1.74 0.80 1.45  -0.8970
O -0.21 0.33 -0.43  -0.7272
S -1.72 0.47 -0.05  2.1586
Cl -2.33 -1.48 -0.12  -0.2228
H 0.32 -0.01 1.58  0.2449
H 1.55 0.98 0.48  0.2115
H 1.42 -0.96 0.19  0.2089
H -2.54 1.33 -1.90  0.4148

[3]
Entry from the OMol25 dataset: the molecule C15H28N2O2 (ωB97M-V/def2-TZVPD).

**Frontier orbital gap**: 9.0044 eV
**HOMO level**: -8.2716 eV
**Structure (SMILES)**: O=C(CCC1CCCC1)NCCCN1CCOCC1
**F_max**: 0.63 eV/A
**E**: -848.35527 Ha
**Total charge**: 0
**Relative energy (zero: lowest compared OMol25 entry of this formula, charge and spin)**: 40.7 kJ/mol

Each line ends with the natural charge from an NBO analysis.
Element x y z (Å)
O -0.73 -0.42 0.49  -0.6414
C -0.06 0.58 0.67  0.6884
N 0.91 0.98 -0.19  -0.6272
H 1.48 1.77 0.05  0.3902
C 1.28 0.23 -1.36  -0.2303
C 2.66 -0.43 -1.23  -0.4343
C 2.75 -1.43 -0.06  -0.2055
N 2.43 -2.81 -0.34  -0.4476
C 3.34 -3.51 -1.21  -0.2497
C 3.05 -5.01 -1.10  -0.0687
O 1.72 -5.30 -1.45  -0.5255
C 0.82 -4.58 -0.63  -0.0695
C 1.06 -3.08 -0.74  -0.2662
H 0.37 -2.54 -0.09  0.2371
H 0.88 -2.78 -1.79  0.1596
H -0.18 -4.85 -0.98  0.1915
H 0.94 -4.89 0.41  0.1651
H 3.68 -5.58 -1.79  0.1885
H 3.25 -5.33 -0.07  0.1637
H 4.37 -3.31 -0.89  0.2012
H 3.24 -3.21 -2.27  0.1625
H 3.77 -1.43 0.33  0.1949
H 2.08 -1.10 0.75  0.2008
H 2.91 -0.92 -2.16  0.2118
H 3.40 0.36 -1.07  0.1984
H 1.28 0.90 -2.23  0.1940
H 0.50 -0.53 -1.50  0.2346
C -0.24 1.50 1.86  -0.5007
C -0.80 2.87 1.44  -0.3626
C -2.12 2.75 0.68  -0.2249
C -2.65 4.10 0.21  -0.3954
H -2.12 4.48 -0.67  0.2082
C -4.12 3.81 -0.08  -0.3973
H -4.73 4.71 -0.15  0.2083
H -4.20 3.26 -1.02  0.1961
C -4.54 2.92 1.09  -0.4033
H -4.91 3.54 1.91  0.1984
H -5.34 2.23 0.81  0.2095
C -3.26 2.17 1.52  -0.4157
H -3.35 1.10 1.36  0.2239
H -3.07 2.33 2.59  0.1969
H -2.57 4.84 1.01  0.1914
H -1.96 2.11 -0.19  0.2029
H -0.94 3.48 2.34  0.2049
H -0.07 3.38 0.81  0.1930
H 0.72 1.63 2.37  0.2169
H -0.94 1.02 2.55  0.2332

[4]
Entry from the OMol25 dataset: the ion C4H6NO with charge +1 at a distorted geometry (ωB97M-V/def2-TZVPD).

**Frontier orbital gap**: 8.4915 eV
**HOMO level**: -13.7953 eV
**F_max**: 7.24 eV/A
**E**: -285.49776 Ha
**Total charge**: +1
**Relative energy (zero: lowest compared OMol25 entry of this formula, charge and spin)**: 589.3 kJ/mol

Each line ends with the natural charge from an NBO analysis.
Element x y z (Å)
C 0.58 0.52 0.82  -0.2042
C -0.29 -0.08 -0.69  0.6742
C -0.77 1.30 0.81  0.1521
C 0.30 -0.75 -1.80  -0.7787
N -0.44 0.34 1.80  -0.5885
O -1.41 0.53 -0.37  -0.3852
H 1.63 0.72 0.79  0.2778
H 0.29 -1.84 -1.67  0.3253
H 1.34 -0.47 -1.68  0.2899
H -0.20 -0.66 -2.78  0.3021
H -0.90 -0.55 2.22  0.4693
H -0.13 0.94 2.54  0.4660

- Number 3 is which compound?
  C15H28N2O2